1.
ORCA calculation (wB97M-V/def2-TZVPD) on one molecule with the formula C4H7NO2.

Energy above the lowest of the compared OMol25 structures with the same formula, charge and spin: 3.663 eV
Gap between HOMO and LUMO: 0.396 Ha
Structure (SMILES): C/C(=N\O)[C@H]1CO1
LUMO: 1.00 eV

Last column: Mulliken charge in e.
Cartesian coordinates (Å):
H  3.11020  0.67513  -0.60778  0.2489
O  1.87976  -0.76188  0.28190  -0.4158
N  -0.69285  1.06820  0.58512  -0.4416
C  -1.37066  -1.11879  -0.29697  -1.1370
H  -2.07894  1.83606  1.55985  0.3738
C  1.01920  -0.06348  -0.61633  0.0643
H  2.08768  1.33326  0.76672  0.2506
C  2.19390  0.58764  -0.01717  -0.4002
H  -0.99095  -1.87768  -0.98555  0.3423
O  -1.97650  0.98744  1.10888  -0.3971
H  1.15059  -0.33404  -1.66772  0.3603
C  -0.39936  0.02955  -0.09899  0.5014
H  -2.33402  -0.75041  -0.66986  0.3535
H  -1.59804  -1.61100  0.65791  0.2965

Forces on atoms 1 to 2 (eV/Å):
-0.4 0.2 0.0
0.1 -0.3 0.1



2.
ORCA calculation (wB97M-V/def2-TZVPD) on a 2-piece molecular cluster, C3H10NO2 overall.

Energy above the lowest of the compared OMol25 structures with the same formula, charge and spin: 1.084 eV
Gap between HOMO and LUMO (spin up / spin down): 0.382 / 0.289 Ha
LUMO (spin up / spin down): 0.82 / -1.75 eV
Spin multiplicity: 2

Last column: Mulliken charge in e.
Cartesian coordinates (Å):
H  1.23306  -0.52478  0.84284  0.1605
C  0.73143  -1.02953  -0.00003  -0.2920
C  -0.82324  1.20549  -0.36040  0.0025
H  0.00366  -1.72875  0.40130  0.3761
O  -1.37384  1.67866  -1.45541  -0.4141
O  -0.71482  0.25912  2.78161  -0.6590
H  0.96788  0.28565  -1.66982  0.3505
H  -1.20476  0.61305  1.99844  0.2070
N  1.91106  -1.83022  -0.50646  -0.6158
H  0.02044  1.80852  -0.04062  0.3662
C  0.17670  -0.03968  -0.98503  -0.5092
H  1.67642  -2.79628  -0.66321  0.2040
H  -0.58651  -0.57111  -1.52995  0.2730
H  -0.12454  -0.38666  2.37870  0.3179
H  -1.40317  0.84203  0.55956  0.0332
H  2.46173  -1.45790  -1.26203  0.1991

Forces on atoms 1 to 2 (eV/Å):
-0.8 0.3 0.0
2.8 0.0 0.9



3.
ORCA calculation (wB97M-V/def2-TZVPD) on C41H51Cl3N9O7SiTl as an isolated structure.

Energy above the lowest of the compared OMol25 structures with the same formula, charge and spin: 0.267 eV
Gap between HOMO and LUMO: 0.252 Ha
LUMO: -0.50 eV

Last column: Mulliken charge in e.
Cartesian coordinates (Å):
H  -3.95716  -0.96052  -3.43761  0.3113
C  -5.54644  -1.77803  -0.20030  -0.7184
H  1.99185  -1.58933  -1.80547  -0.3640
O  0.49350  1.32969  -4.43622  0.1709
H  2.54428  0.38362  -5.75791  0.1029
H  0.54071  -1.72317  3.09676  0.4594
H  -0.72281  2.24649  3.09304  0.6156
N  0.23451  -0.28664  4.65413  0.8484
H  0.23090  -0.42408  6.69370  0.3228
C  -3.21359  -1.12357  0.24213  -0.5424
C  1.83011  2.62221  0.35388  -0.9685
H  -2.00746  2.21872  -3.16728  0.0260
N  1.91646  3.95048  0.23634  1.0757
C  5.73475  2.80022  2.01197  -0.0180
C  -3.69872  0.20315  0.24843  0.4992
N  6.93876  1.29395  3.55931  -0.5324
H  0.25158  -2.74616  -0.47408  0.4897
O  -1.98368  -1.44110  0.44300  -0.6571
C  2.99585  -0.24522  5.27192  -0.1505
C  -5.94137  -0.44849  -0.18467  0.3669
O  0.92020  -1.23046  -3.80151  0.6094
H  -5.31624  1.59352  0.04287  0.4501
H  -2.89833  0.99738  -2.24658  0.1356
C  4.07151  -2.12679  7.00187  -0.6461
C  0.98290  -2.10819  0.01206  -2.0312
H  -6.26533  -2.56749  -0.36781  0.4399
C  3.05489  4.85442  0.25332  -0.9359
H  0.13334  -3.68989  -2.90575  0.2579
H  2.50796  3.97402  -4.61100  0.4467
C  5.49080  4.50122  -0.15576  -0.9648
H  -4.80740  0.15922  -4.52604  0.4291
H  -0.64486  -1.67882  -6.01059  0.1264
H  2.64917  1.94071  0.51083  1.0675
H  0.20832  -1.97727  5.85182  0.4752
H  2.59484  0.49596  4.59234  0.7042
H  -1.17424  -2.76448  -3.66736  0.1944
C  -0.37115  1.28356  3.42353  -0.6980
H  2.84499  -2.49474  -5.12158  0.3574
N  4.50337  -1.07549  -0.56158  -0.3704
C  6.85800  3.11594  1.25002  -1.0145
N  0.56705  2.25693  0.22891  0.3571
C  -5.01678  0.55487  0.03424  -0.6902
O  4.75666  1.34764  3.71011  -0.1456
H  2.82109  5.65433  0.95835  0.3155
Cl  -7.60753  -0.02742  -0.44006  -0.2533
C  2.12825  -3.10825  -4.57245  -1.7071
H  5.18399  -0.38434  -0.29370  0.2259
C  1.55526  3.44882  -4.52146  -1.9584
H  5.99334  -1.39640  6.35111  0.5344
H  0.27801  -3.09218  -6.56173  0.5368
C  2.15222  -1.07817  5.98901  1.0725
C  2.47221  1.47277  -5.76315  -1.6992
H  2.86713  0.50599  -3.28615  0.0128
H  2.03901  -2.67709  7.41173  0.4675
Tl  -0.06553  -0.14263  0.10617  2.3362
C  3.20908  -0.92326  -0.20301  0.2741
H  5.39237  5.15472  -1.01418  0.4216
H  2.78176  -2.89179  -0.90902  0.7559
H  -1.14809  3.50474  -0.17633  0.5253
C  4.37774  -0.36984  5.40100  -0.1020
Cl  -2.50828  1.43352  0.51635  -0.1561
C  2.69698  -2.02020  6.85428  -0.8998
O  2.85655  -0.01650  0.54697  -0.4300
C  4.91812  -1.31153  6.27245  -0.9129
C  -0.09207  3.42569  0.00856  -0.8265
C  -2.85822  1.53408  -3.19563  -1.3583
H  -2.51909  0.54591  -6.49575  0.3491
C  4.36858  4.20832  0.60985  0.9825
H  7.80956  2.67330  1.51144  0.5473
H  2.06164  -4.08619  -5.05124  0.4040
C  6.73097  3.97371  0.17388  -0.7692
C  1.77539  1.93684  -4.48225  2.1168
C  -2.54462  1.26301  -5.67309  -1.6575
H  2.49465  -3.24118  -3.55259  0.2410
C  0.75673  -2.43484  -4.55788  1.6375
C  2.25421  -1.93830  -0.80075  0.0291
N  -0.15827  1.00064  4.68639  -0.9454
C  5.26243  0.44671  4.58558  0.6431
H  -3.77729  -1.12660  -5.19278  0.3419
H  2.08506  1.78481  -2.35046  -0.1908
H  -0.51362  -4.19932  -4.47710  0.4809
H  0.92551  3.70769  -5.37368  0.3610
C  0.64654  -0.97925  5.85397  -1.3867
H  1.89539  1.77986  -6.63651  0.3654
H  3.64499  3.14116  2.33371  0.7033
H  -3.77802  2.10549  -3.32612  0.6322
N  0.69330  4.47347  0.02016  -1.3525
H  -3.38722  1.94067  -5.82043  0.4657
O  -1.54128  -0.29440  -4.11774  -0.3471
H  4.75946  -1.75497  -1.25531  0.2104
H  3.12748  5.30962  -0.73436  0.3807
H  1.19424  -2.46584  1.01820  0.6928
C  4.49902  3.36567  1.70721  0.0190
H  -1.61629  1.83196  -5.67837  0.0908
C  5.85902  1.83834  3.09618  0.5448
C  -0.26471  -3.33608  -3.85884  -1.4434
C  0.26414  -0.72337  3.38979  -0.4970
C  0.32940  -2.15807  -6.00054  -1.5411
Si  -0.06350  0.07629  -3.52109  -3.0761
C  -3.88853  -0.40952  -4.37778  -1.8127
H  1.04807  -1.49259  -6.48416  0.2743
H  4.48396  -2.86034  7.68172  0.3985
C  -4.21877  -2.09481  -0.00135  0.4728
H  3.47638  1.89599  -5.82984  0.4274
C  2.63741  1.57395  -3.26810  -1.1926
O  -0.04545  0.47374  -1.98925  2.5427
N  -0.11457  0.24659  2.58603  0.2254
H  1.04715  3.76974  -3.60939  0.3251
H  7.59724  4.22426  -0.42363  0.4167
H  3.56933  2.14219  -3.27946  0.7935
C  -2.68610  0.53110  -4.33674  1.7610
N  6.55519  0.40052  4.52040  -0.4924
Cl  -3.72243  -3.75144  -0.04004  -0.2395

Forces on atoms 1 to 2 (eV/Å):
0.0 0.0 0.0
0.0 0.0 0.0



4.
ORCA calculation (wB97M-V/def2-TZVPD) on C34H48BBrKN8O2S as an isolated structure.

Energy above the lowest of the compared OMol25 structures with the same formula, charge and spin: 0.539 eV
Gap between HOMO and LUMO: 0.235 Ha
LUMO: 2.27 eV
Net charge: -1

Last column: Mulliken charge in e.
Cartesian coordinates (Å):
H  1.94849  -2.27934  1.51254  0.0666
N  1.10683  2.22347  0.08633  0.3170
H  2.21901  -2.23049  5.28440  0.3607
H  1.60621  -3.91338  2.05333  0.4612
C  -1.49789  -6.21971  -2.26979  -0.6607
N  -1.16289  -4.19213  -1.10068  -0.1788
C  -0.87478  -4.94692  -2.21765  0.0663
H  0.30716  -4.38459  4.11080  0.4541
C  0.99645  4.76260  2.72063  -1.3673
H  -4.72398  0.71443  -3.46500  0.4383
C  -3.00745  -0.77754  -1.97533  -1.8387
H  1.26436  1.37556  -2.34149  -0.1940
Br  3.98259  -1.84852  -0.86603  -0.1923
C  -2.11846  1.33515  -2.97047  -1.2716
H  -2.78564  -7.66296  -1.38464  0.3335
H  2.77992  5.03648  0.39605  0.3918
H  0.95972  3.00189  -2.94469  0.4416
H  -2.24386  2.41654  -3.06194  0.4314
H  -4.48503  3.44237  2.40644  0.3542
N  1.72279  -1.26132  -2.32360  0.5749
H  4.57584  2.20821  -0.73338  0.4271
C  -3.00434  2.39192  1.31314  0.7714
C  1.00111  -1.15352  -3.43993  -0.7058
H  -3.33500  2.57802  3.42734  0.1461
C  -2.89160  1.32921  -0.61689  -0.5333
C  -0.21018  0.95114  4.32663  0.7514
C  -0.02980  -3.34550  4.14660  -1.8057
H  2.26768  2.02444  -3.64798  0.4002
C  2.33330  -2.53706  4.24299  -1.8805
H  -0.19223  -3.07285  5.19081  0.3573
H  -0.98788  -3.27900  3.62769  0.3527
C  3.84260  1.81645  -1.44162  -1.1859
K  0.15473  -0.84941  -0.11899  1.2462
C  -3.14093  0.74709  -1.99230  2.9118
H  -2.23489  0.88705  -3.96173  0.4125
C  1.74369  2.27543  -2.72070  -1.1106
C  1.25906  3.91964  1.51664  0.7294
C  0.51037  -0.99804  3.57696  -0.1799
C  1.21828  -2.89114  2.04489  -1.5633
H  4.06872  4.53707  -1.52490  0.3792
H  0.26908  -0.62816  5.77694  0.4947
H  1.62460  5.65257  2.67910  0.3470
H  -3.25855  -6.17303  0.61765  0.3792
C  -3.43614  3.16680  2.51436  -1.4226
C  2.72316  2.83072  -1.68679  2.5009
H  2.69763  -3.56718  4.22576  0.4441
N  0.30199  -0.22960  2.52222  -0.0203
C  1.99863  3.08167  -0.38455  -0.3236
H  -1.27195  -6.81682  -3.14119  0.3897
H  -0.89066  3.01322  2.80955  -0.3850
O  3.49987  -1.71680  -6.02585  -0.5889
N  -0.14561  0.96684  2.97347  1.3036
O  -0.64003  -3.00606  -0.93635  -0.2967
H  0.29593  -2.92442  1.46272  -0.0624
H  -4.79418  2.31868  0.03827  0.5140
H  3.82811  3.95014  -3.17169  0.4386
H  -1.67585  2.40372  4.94559  0.1437
H  -0.04533  5.08163  2.77545  0.2111
H  3.08924  -1.89629  3.78533  0.3818
H  4.69820  -1.97520  -3.73251  0.4677
C  1.00440  -2.42534  3.48385  2.7192
H  -3.71167  -1.22847  -1.27234  0.4033
C  -0.65627  2.09545  5.17693  -1.2241
C  2.14155  4.17404  0.48930  -1.1938
C  2.98842  -1.55793  -2.47682  -0.2124
H  -0.06041  -0.98147  -3.31097  0.2641
N  -1.70072  1.22710  -0.05163  0.4463
H  -5.30874  0.68790  -1.79861  0.4138
H  1.22641  4.23251  3.64600  0.1324
C  2.88583  -1.56528  -4.82474  0.6357
H  -4.68842  2.19270  -2.49397  0.4463
C  3.32798  4.13218  -2.21744  -2.3372
C  3.65165  -1.72105  -3.67701  -0.7316
H  -2.12663  -3.92292  0.66265  0.4297
C  -2.00036  -4.64238  -0.13322  -0.2340
C  1.53206  -1.27840  -4.70679  -0.3935
H  -0.01836  2.97042  5.05162  0.1314
C  -2.60320  -5.86812  -0.18527  -0.7990
C  -2.33624  -6.68206  -1.29267  -0.1448
H  4.35730  1.56781  -2.37471  0.4079
H  -1.10224  1.15630  -2.61874  -0.1050
C  0.20355  -0.29154  4.75502  -1.6207
B  -0.53973  2.15734  2.05332  -1.2904
C  -3.76347  2.05859  0.21060  -1.2659
H  2.83828  -1.66518  -6.72412  0.3167
H  0.89184  -1.19624  -5.57570  0.3352
H  -3.21761  -1.18624  -2.96825  0.4122
N  -1.76316  1.88263  1.13428  0.3443
H  -2.85252  4.07872  2.64543  0.2231
C  -4.55058  1.10976  -2.46167  -2.5051
S  0.14207  -4.37791  -3.44039  -0.3644
H  -2.01194  -1.12650  -1.69841  0.3335
H  2.55651  4.88904  -2.37315  0.4447
H  -0.62087  1.79633  6.22449  0.3528
H  3.42981  0.90196  -1.02025  -0.1591
N  0.64536  2.74302  1.25149  0.5636

Forces on atoms 1 to 2 (eV/Å):
0.0 0.1 0.1
0.0 -0.1 0.0